{
  "formula": "C39H43Br2FN8O8",
  "method": "wB97M-V/def2-TZVPD",
  "symbols": ["C", "N", "C", "C", "C", "N", "C", "Br", "C", "C", "Br", "C", "C", "N", "C", "C", "C", "C", "N", "C", "C", "F", "H", "H", "H", "H", "H", "H", "H", "H", "H", "H", "H", "H", "H", "H", "H", "H", "H", "H", "H", "H", "H", "H", "H", "C", "C", "C", "C", "C", "C", "N", "O", "O", "H", "H", "H", "H", "H", "C", "C", "C", "C", "C", "C", "N", "O", "O", "H", "H", "H", "H", "H", "C", "C", "C", "C", "C", "C", "N", "O", "O", "H", "H", "H", "H", "H", "C", "C", "C", "C", "C", "C", "N", "O", "O", "H", "H", "H", "H", "H"],
  "coordinates": [[-0.009563, 8.214276, -2.220266], [-0.480659, 6.918373, -2.706293], [-1.165159, 6.186170, -1.653569], [-1.809035, 4.858293, -2.185360], [-3.080422, 5.330768, -2.783945], [-4.016595, 5.747680, -3.291532], [-0.970485, 4.194690, -3.303193], [-1.966363, 3.545051, -4.778082], [0.352014, 4.031874, -3.292298], [1.334326, 4.416644, -2.226839], [1.250883, 3.206271, -4.737412], [-2.160218, 3.823707, -1.018615], [-1.058680, 3.788101, -0.036720], [-0.213419, 3.731664, 0.733335], [-2.399214, 2.384243, -1.544729], [-1.168961, 1.491652, -1.771535], [-0.867276, 0.540779, -0.603093], [-2.050344, -0.327803, -0.167113], [-2.789579, 0.279514, 0.957443], [-3.420054, 4.155287, -0.149773], [-3.590244, 5.543669, 0.426566], [-4.549139, 3.831858, -0.872946], [0.731217, 8.621802, -2.909747], [-0.814828, 8.948888, -2.081255], [0.477243, 8.076794, -1.250170], [-1.141364, 7.077597, -3.462261], [-0.455238, 5.982705, -0.851645], [-1.977657, 6.782737, -1.223292], [2.025735, 3.589299, -2.052122], [1.918811, 5.273982, -2.570327], [0.868268, 4.664425, -1.280341], [-3.032285, 1.895482, -0.798881], [-3.012413, 2.465436, -2.443663], [-1.352969, 0.890327, -2.668554], [-0.267201, 2.070206, -1.983988], [-0.035176, -0.099958, -0.913940], [-0.499129, 1.110606, 0.258116], [-1.687459, -1.321224, 0.113501], [-2.745948, -0.438752, -1.007041], [-3.189966, -0.446449, 1.540591], [-2.134180, 0.777955, 1.551239], [-3.364545, 3.437837, 0.676182], [-2.659184, 5.901258, 0.870410], [-4.349630, 5.498846, 1.207061], [-3.945804, 6.246402, -0.328891], [3.118084, -4.067893, 0.962580], [2.635958, -2.811817, 1.307108], [1.307757, -2.654127, 1.667930], [0.491789, -3.771422, 1.689276], [0.950652, -5.035208, 1.364123], [2.277238, -5.174169, 0.987451], [-0.929502, -3.593655, 2.033174], [-1.312022, -2.452796, 2.215981], [-1.638675, -4.577333, 2.078400], [4.150868, -4.179470, 0.661408], [3.292482, -1.952442, 1.276161], [0.907653, -1.683974, 1.922038], [0.277710, -5.879532, 1.382701], [2.657140, -6.147111, 0.703660], [2.712947, -2.344065, -5.211168], [2.525892, -1.162836, -4.504708], [3.119758, -0.993434, -3.264492], [3.893972, -2.022758, -2.760059], [4.094903, -3.208616, -3.442767], [3.493653, -3.363516, -4.681675], [4.520477, -1.852607, -1.438379], [4.307215, -0.816728, -0.838918], [5.207524, -2.762047, -1.014429], [2.247309, -2.470773, -6.179653], [1.916000, -0.370894, -4.917968], [2.985888, -0.084798, -2.696639], [4.704498, -3.988976, -3.011857], [3.635813, -4.283044, -5.232765], [3.829988, -10.235828, 3.088238], [4.239643, -8.908793, 3.091800], [4.719231, -8.327337, 1.928845], [4.764826, -9.092029, 0.778291], [4.364959, -10.415179, 0.749650], [3.895997, -10.987063, 1.921775], [5.240106, -8.463910, -0.469911], [5.567132, -7.293944, -0.422167], [5.266873, -9.149549, -1.471376], [3.457090, -10.686669, 3.998429], [4.188527, -8.324554, 4.000403], [5.047388, -7.298586, 1.911734], [4.417779, -10.978433, -0.169874], [3.577778, -12.020621, 1.921888], [-5.477713, 1.380270, 4.798188], [-4.891070, 1.870769, 5.957501], [-4.264111, 3.106787, 5.952790], [-4.245063, 3.830436, 4.774959], [-4.825140, 3.364053, 3.609386], [-5.443626, 2.124359, 3.626107], [-3.562125, 5.139019, 4.758417], [-3.016171, 5.503036, 5.778895], [-3.576008, 5.769294, 3.718198], [-5.962459, 0.412963, 4.807381], [-4.916984, 1.288514, 6.868494], [-3.794671, 3.503245, 6.840442], [-4.788261, 3.956784, 2.708433], [-5.895010, 1.740049, 2.721555]],
  "atomic_forces_ev_per_a": [[0.04, 0.00, 0.08], [-0.15, 0.02, 0.08], [-0.06, 0.04, -0.07], [-0.12, 0.16, 0.19], [0.49, -0.45, 0.03], [-0.41, 0.34, -0.04], [0.17, -0.06, -0.02], [-0.03, -0.04, -0.11], [-0.02, 0.18, 0.25], [0.03, 0.10, -0.02], [0.06, -0.08, -0.13], [0.04, 0.11, 0.12], [-0.35, 0.01, -0.53], [0.26, 0.00, 0.39], [-0.10, -0.12, 0.06], [0.03, -0.14, 0.04], [0.06, 0.07, -0.14], [-0.03, 0.03, 0.20], [0.14, 0.15, -0.04], [0.26, 0.12, 0.27], [-0.05, 0.03, -0.15], [-0.25, -0.02, -0.18], [-0.10, 0.02, 0.01], [0.05, -0.04, 0.01], [0.02, 0.00, -0.11], [0.13, -0.05, -0.08], [-0.06, 0.00, -0.04], [0.03, -0.08, 0.14], [-0.08, 0.03, 0.01], [-0.04, -0.05, -0.01], [0.06, -0.03, -0.11], [0.02, -0.01, -0.12], [0.10, 0.02, 0.06], [0.02, 0.03, 0.07], [-0.14, -0.04, 0.04], [-0.06, 0.00, 0.05], [-0.03, -0.07, -0.07], [-0.03, 0.04, -0.14], [0.07, -0.13, 0.03], [-0.06, 0.02, -0.06], [-0.02, -0.08, 0.03], [0.01, -0.05, -0.05], [-0.10, -0.01, 0.06], [0.10, 0.08, 0.00], [0.13, -0.05, -0.03], [0.01, -0.09, 0.01], [0.03, 0.00, -0.03], [0.04, 0.06, 0.00], [0.02, -0.01, 0.00], [0.01, -0.05, -0.08], [0.02, 0.02, 0.03], [0.06, 0.06, -0.19], [-0.16, -0.06, 0.16], [0.04, 0.04, 0.07], [-0.01, -0.01, 0.01], [0.00, -0.01, 0.01], [-0.03, -0.02, 0.01], [-0.03, 0.03, 0.03], [0.00, -0.01, 0.02], [0.01, 0.00, 0.02], [0.00, -0.02, -0.02], [-0.05, 0.05, -0.02], [-0.01, -0.01, 0.00], [0.01, -0.07, -0.03], [-0.02, 0.03, -0.01], [0.02, -0.01, 0.04], [0.00, -0.02, -0.01], [-0.01, 0.08, -0.05], [0.00, 0.00, 0.00], [0.00, 0.01, 0.01], [0.03, -0.01, 0.02], [0.01, 0.03, 0.04], [0.00, 0.00, 0.00], [0.00, 0.01, -0.02], [0.01, -0.06, -0.01], [-0.04, 0.09, 0.09], [-0.02, 0.01, 0.00], [-0.03, -0.07, 0.00], [0.00, 0.03, 0.02], [0.01, 0.01, -0.03], [-0.03, -0.03, -0.01], [0.02, 0.03, 0.04], [0.00, 0.00, 0.00], [0.01, 0.00, 0.00], [0.01, -0.01, -0.05], [0.02, 0.04, -0.02], [0.00, 0.00, 0.00], [0.01, 0.02, 0.00], [-0.01, 0.00, -0.03], [0.00, -0.05, 0.06], [0.02, -0.02, -0.01], [0.00, -0.03, -0.05], [-0.01, -0.02, 0.02], [0.07, -0.02, -0.01], [-0.05, 0.01, -0.03], [-0.03, -0.02, 0.04], [0.00, 0.00, 0.00], [0.00, 0.00, 0.00], [0.01, 0.04, -0.03], [0.01, 0.03, 0.03], [0.01, 0.00, -0.01]],
  "homo_lumo_gap_ev": 8.41,
  "fmax_ha_per_bohr": 0.0129,
  "total_charge": 0
}